1.
Formula: C35H45CrN3O6PSSb
Source: the OMol25 dataset
Level of theory: ωB97M-V/def2-TZVPD

```
93
Properties=species:S:1:pos:R:3:forces:R:3
Cr -0.23718 1.12446 0.50231 -0.41 -0.12 -0.19
O -0.57265 -0.93694 3.93378 -0.12 -0.29 0.65
C -0.52329 -0.01309 3.15580 0.41 -0.17 -0.07
O -0.84892 -0.10506 1.90418 0.17 0.43 0.00
C 0.05108 1.34818 3.58859 0.51 -0.24 -1.09
P 1.36828 1.71416 2.27183 -0.42 -0.23 0.89
C 2.17660 3.21271 2.93556 -1.27 -0.32 -0.49
C 3.45962 3.22022 3.38828 0.71 -0.31 0.62
C 3.87489 4.25765 4.19765 0.81 0.94 0.52
C 3.03624 5.29027 4.59099 -0.75 -0.64 -0.46
C 1.71776 5.24070 4.13467 -0.68 1.42 -0.22
C 1.32557 4.27216 3.23487 -0.99 -0.39 -0.09
C 2.68203 0.50487 2.53505 -1.08 0.32 1.14
C 2.86914 -0.07596 3.78851 -0.99 0.51 0.78
C 4.01747 -0.75568 4.05351 0.12 -1.08 0.10
C 4.95237 -0.86176 3.05958 1.13 -0.51 -0.48
C 4.79286 -0.27889 1.81848 0.00 0.01 0.62
C 3.62744 0.39183 1.55396 -0.27 0.28 -1.12
H 0.29480 1.42242 4.64563 0.36 -0.16 -0.12
H -0.69565 2.08700 3.36045 -0.50 0.50 -0.03
H 4.10922 2.36870 3.23474 0.11 0.15 -0.12
H 4.88943 4.27716 4.56295 0.22 -0.13 0.00
H 3.34309 6.10415 5.22913 0.22 -0.10 0.12
H 0.98493 6.02956 4.42069 0.71 -0.65 -0.20
H 0.30410 4.22309 2.80172 0.70 0.33 0.56
H 2.15021 -0.01310 4.61841 0.01 0.19 -0.76
H 4.12696 -1.33370 4.96063 0.10 0.25 0.19
H 5.82833 -1.47436 3.19670 0.27 0.02 0.26
H 5.60265 -0.31379 1.13963 0.50 -0.20 -0.86
H 3.38511 0.82634 0.58023 0.40 -0.02 0.14
C -5.65070 -4.79374 -1.45441 0.19 -0.62 0.48
C -4.93610 -3.65642 -2.13637 0.00 0.49 1.70
C -5.24762 -3.28481 -3.43222 0.45 0.15 -0.69
C -4.58695 -2.22605 -4.04047 0.91 1.20 -0.35
C -3.66846 -1.46109 -3.31138 0.03 -0.84 0.22
C -3.35302 -1.81366 -1.98757 -0.73 -0.17 0.54
C -4.00291 -2.89821 -1.35282 0.04 0.48 -2.58
S -2.77253 -0.11427 -4.09152 0.55 0.19 -0.42
O -1.38823 -0.53703 -4.25214 -1.16 0.31 0.05
O -3.54091 0.34394 -5.23177 0.44 -0.55 0.82
N -2.72468 1.11084 -2.99208 -0.94 0.04 -0.07
C -4.04480 1.42278 -2.34876 0.58 -1.36 0.26
C -3.81365 2.33653 -1.12477 0.82 0.57 -0.40
C -2.61089 2.01080 -0.19242 -0.84 -0.88 -1.15
O -2.17460 2.84113 0.60616 -0.01 0.33 0.22
O -2.05561 0.86404 -0.38505 0.02 0.40 0.05
H -6.51276 -5.19468 -1.98714 0.04 0.27 -0.20
H -5.98305 -4.54485 -0.43388 0.12 0.16 -0.39
H -4.96195 -5.63882 -1.32443 -0.03 0.10 -0.05
H -5.95250 -3.82767 -4.05771 -0.01 -0.15 0.43
H -4.69342 -1.93300 -5.09803 -0.41 -0.35 0.62
H -2.71409 -1.14901 -1.40042 0.05 -0.35 -0.15
H -3.72533 -3.16102 -0.34280 -0.26 -0.09 0.07
H -2.09719 0.88612 -2.22881 0.44 -0.26 -0.04
H -4.45738 0.40122 -2.03595 -0.07 1.70 -0.19
H -4.66421 1.88741 -3.13038 -0.03 -0.14 0.58
H -4.71991 2.44990 -0.55774 -0.42 -0.24 0.44
H -3.59773 3.36395 -1.44913 -0.01 -0.18 -0.18
C 2.58615 -3.24838 1.54341 -2.54 -0.17 -0.54
C 2.38960 -3.11939 0.03089 1.34 0.55 -0.01
Sb 0.76829 -1.86243 -0.55369 -0.67 -0.33 -0.16
C -0.82201 -3.03566 0.44111 0.82 2.06 0.83
C -0.89947 -4.45183 0.02294 -1.06 -1.57 0.00
C 0.69656 -2.67974 -2.58987 0.81 0.17 0.09
C 1.41157 -1.78070 -3.66634 -0.87 -1.38 0.34
H 3.47671 -3.79476 1.69801 0.95 -0.62 0.64
H 1.68035 -3.82717 1.92716 1.31 0.78 0.02
H 2.62915 -2.26098 2.00361 0.02 -0.20 0.24
H 2.21289 -4.09986 -0.40515 0.09 -0.06 -0.19
H 3.35163 -2.70031 -0.38704 -1.03 -0.40 0.03
H -1.73663 -2.43247 0.34673 0.19 -0.35 -0.29
H -0.58366 -2.89809 1.52161 -0.03 -0.25 -0.62
H -1.00486 -4.57219 -1.06906 0.09 0.06 0.33
H -1.84951 -4.90821 0.46951 1.37 0.17 -0.43
H 0.00619 -5.02063 0.34287 -0.79 0.24 -0.15
H -0.34530 -2.82135 -2.84607 -0.30 0.15 -0.19
H 1.13949 -3.69536 -2.56549 -0.08 0.52 0.14
H 0.69980 -1.01171 -3.97983 0.54 0.02 -0.02
H 1.62691 -2.45313 -4.50936 -0.13 0.42 -0.07
H 2.37888 -1.39692 -3.35309 0.00 0.25 0.26
N 0.13718 4.42551 0.02231 0.53 0.46 -0.64
C 0.80688 3.66308 -0.89442 0.91 -0.41 -1.07
C 1.92035 4.22336 -1.61682 -0.36 -0.08 0.73
C 2.72826 3.44075 -2.42186 -1.00 0.41 0.49
C 2.35098 2.10827 -2.64880 -0.44 0.43 0.76
C 1.27006 1.63839 -1.96809 -0.92 0.42 0.51
N 0.50705 2.36969 -1.09057 0.54 -0.31 0.22
H 0.31065 5.41003 -0.14371 -0.20 -0.16 0.38
H -0.80569 4.19156 0.30646 -0.12 -0.41 -0.13
H 2.13374 5.27356 -1.40214 0.19 -0.33 -0.26
H 3.59826 3.90142 -2.84800 0.27 -0.04 -0.32
H 2.82261 1.38551 -3.25596 0.86 -0.22 -0.76
H 0.96565 0.60250 -2.08570 -0.05 0.22 -0.02
```
Positions in Å, forces in eV/Å.

Properties
Molecular weight   840.56 g/mol
⟨S²⟩   6.01
Calculated total energy   -108865.2826 eV
Kohn-Sham gap (spin up / spin down)   7.858 / 8.442 eV
Multiplicity   5

2.
Formula: C4H3NO2
Source: the OMol25 dataset
Level of theory: ωB97M-V/def2-TZVPD

```
10
Properties=species:S:1:pos:R:3:forces:R:3
C -0.81606 -0.41716 -0.01018 3.97 -0.29 0.36
C 1.49632 -0.78649 0.04529 -1.40 0.42 -0.53
C 1.44304 0.53448 -0.09588 1.27 1.30 1.54
C 0.03887 0.91003 0.00838 -0.76 0.48 -1.11
H 0.07205 -2.38657 -0.14618 0.28 1.90 0.33
H 2.32553 -1.37870 0.27417 1.12 -0.89 0.04
H 2.28312 1.20364 0.18708 -0.84 -0.45 -0.63
N 0.24269 -1.35003 -0.04577 -1.11 -3.15 -0.18
O -1.95472 -0.67170 0.03826 -2.27 -0.01 -0.14
O -0.46434 1.99254 0.00170 -0.25 0.69 0.32
```
Positions in Å, forces in eV/Å.

Properties
Molecular weight   97.07 g/mol
SMILES   O=C1C=CNC1=O
Calculated total energy   -9780.6418 eV
Kohn-Sham gap   8.923 eV
Energy above the lowest of the compared OMol25 structures with the same formula, charge and spin   24.09 kcal/mol

3.
Formula: H4O2
Source: the OMol25 dataset
Level of theory: ωB97M-V/def2-TZVPD

```
6
Properties=species:S:1:pos:R:3:forces:R:3
H -0.31541 1.09205 -0.49360 -1.47 0.59 0.95
H 0.73779 0.45954 -1.10185 1.34 -0.98 -0.78
H -0.20028 -0.84894 1.67258 -0.31 -0.05 -0.59
H 0.05006 -1.10744 0.16113 -1.06 0.03 1.10
O 0.39928 1.33581 -1.05914 0.14 0.50 -0.21
O -0.67142 -0.93102 0.82088 1.37 -0.08 -0.47
```
Positions in Å, forces in eV/Å.

Properties
Molecular weight   36.03 g/mol
SMILES   O.O
Calculated total energy   -4159.5965 eV
Kohn-Sham gap   12.141 eV
Energy above the lowest of the compared OMol25 structures with the same formula, charge and spin   7.90 kcal/mol

4.
Formula: C2H3I2NS
Source: the OMol25 dataset
Level of theory: ωB97M-V/def2-TZVPD

```
9
Properties=species:S:1:pos:R:3:forces:R:3
C -0.30447 -1.11190 3.10374 -2.57 1.33 -0.12
C -0.39449 0.17790 0.40833 1.61 3.13 0.62
N -0.82735 -1.10817 0.71879 0.28 -1.45 1.36
S -1.49230 -0.45812 3.94350 1.52 -0.93 -0.78
I 1.63386 -1.51470 3.24710 0.74 -0.25 0.11
I -2.82575 -1.29515 0.65980 -0.13 0.05 0.04
H 0.78468 0.30321 0.49913 -2.38 -0.34 0.43
H -0.52838 0.34222 -0.62919 -0.25 0.05 -1.56
H -0.98614 1.09844 0.83270 1.18 -1.59 -0.08
```
Positions in Å, forces in eV/Å.

Properties
Molecular weight   326.93 g/mol
Calculated total energy   -30644.4084 eV
Kohn-Sham gap (spin up / spin down)   6.801 / 7.802 eV
Energy above the lowest of the compared OMol25 structures with the same formula, charge and spin   84.15 kcal/mol

5.
Formula: C29H82N6O9
Source: the OMol25 dataset
Level of theory: ωB97M-V/def2-TZVPD

```
126
Properties=species:S:1:pos:R:3:forces:R:3
C 11.78880 -4.79465 6.18104 0.68 0.01 0.30
C 12.80879 -3.64351 6.30926 -0.05 -0.63 -1.01
O 12.12110 -2.41781 6.34902 0.34 -0.27 1.71
H 12.23339 -5.78923 6.14577 0.43 -0.05 0.28
H 11.18878 -4.77193 5.27134 -0.20 0.62 0.16
H 11.19608 -4.73222 7.09367 -0.45 -0.13 -0.25
H 13.55889 -3.63197 5.51848 -0.23 -0.13 -0.69
H 13.47637 -3.82661 7.15123 -0.51 0.35 0.74
H 12.08973 -2.05682 5.46003 -0.16 0.15 -1.04
C 14.62552 -6.94493 -1.25383 -0.67 0.56 -1.26
C 13.54759 -7.56025 -0.41343 0.35 -0.95 -3.06
O 13.68566 -7.15817 0.84798 0.27 0.97 3.19
H 14.24919 -6.97094 -2.27647 0.40 -0.66 -0.43
H 15.58602 -7.45420 -1.17512 0.05 0.46 0.09
H 14.61549 -5.85997 -1.14967 0.69 0.03 0.75
H 13.67199 -8.63700 -0.52847 -0.27 -0.52 0.13
H 12.59325 -7.29662 -0.86932 -0.39 0.16 0.16
H 12.85038 -7.27275 1.30708 0.37 -0.29 0.54
C 17.33719 -5.77902 2.01898 0.43 -0.82 0.58
C 16.88756 -6.44343 3.33435 2.18 -0.40 -1.87
C 17.67754 -6.08499 4.60994 -0.05 -0.59 -0.61
O 19.01259 -6.68391 4.56065 -0.69 1.25 1.30
C 19.82674 -6.49200 5.77660 -0.27 -0.36 -1.89
N 15.51250 -6.22338 3.40980 -2.54 0.24 1.95
H 17.28555 -4.69034 2.03370 0.39 -0.02 0.20
H 16.66653 -6.10064 1.22219 -0.04 -0.13 -0.02
H 18.31259 -6.22483 1.82419 0.30 0.72 -0.40
H 17.07468 -7.51024 3.21193 0.42 -0.42 -0.13
H 17.09188 -6.56146 5.39612 0.14 0.09 0.57
H 17.65614 -5.00280 4.73842 0.45 0.13 0.21
H 19.36196 -6.87648 6.68448 -0.15 -0.15 -0.12
H 20.17359 -5.47282 5.94713 -0.51 0.35 -0.18
H 20.72978 -7.03659 5.50085 -0.05 -0.27 0.44
H 14.98606 -6.55336 2.61351 0.39 0.20 -0.73
H 15.16717 -6.85027 4.12244 -0.44 0.15 0.64
C 10.20799 -5.11395 1.96419 2.36 0.37 -0.48
C 10.79894 -6.54736 2.06394 -4.42 2.15 0.18
C 11.25488 -6.94876 3.44631 2.57 -0.66 -1.21
O 11.93120 -8.12348 2.97187 0.61 -1.63 0.59
C 12.56431 -8.83110 3.99412 0.09 0.33 1.64
N 9.61715 -7.30632 1.78161 -1.03 -1.77 -0.97
H 11.11751 -4.51330 1.97382 -0.32 0.99 0.41
H 9.50100 -4.84669 2.74957 0.36 -0.24 0.39
H 9.69710 -4.86865 1.03311 0.17 -0.60 -0.18
H 11.40507 -6.91171 1.23451 0.44 1.21 0.39
H 10.48809 -7.16800 4.18931 -0.41 -0.03 -0.27
H 12.03752 -6.37638 3.94426 -0.10 0.66 -0.14
H 11.82676 -9.11339 4.74540 -0.23 -0.49 0.07
H 13.22927 -8.18173 4.56355 0.32 0.44 -0.01
H 13.19076 -9.69186 3.76010 -0.47 0.02 -0.94
H 8.90816 -7.18602 2.49081 -0.06 -0.22 0.04
H 9.88639 -8.27397 1.67545 -0.52 -0.37 0.30
C 9.79203 -1.65349 3.03986 -0.49 0.57 0.36
C 10.85344 -0.61465 3.37651 -0.05 0.17 -0.09
C 10.55820 0.44838 4.45807 -1.06 0.04 0.29
O 9.47336 1.33183 4.10379 -0.25 -0.09 -0.43
C 8.96938 2.19610 5.10412 0.81 0.36 0.47
N 12.04116 -1.39467 3.77195 -0.21 0.72 0.18
H 8.84908 -1.14801 2.83146 -0.04 -0.23 -0.06
H 9.64787 -2.36997 3.84855 0.03 0.07 0.17
H 10.10407 -2.20913 2.15556 -0.03 0.09 -0.05
H 11.02976 -0.07195 2.44781 0.17 0.26 -0.18
H 11.42620 1.08122 4.64297 0.38 -0.18 0.00
H 10.27586 -0.06101 5.37943 0.16 -0.13 0.31
H 8.18092 2.85085 4.73299 -0.45 -0.80 -0.37
H 9.64816 2.96432 5.47449 1.06 -0.01 -0.32
H 8.71522 1.70666 6.04430 -0.58 -0.56 -0.17
H 12.30452 -1.90153 2.93899 0.36 -0.37 -0.16
H 12.80794 -0.76183 3.94988 0.36 0.21 -0.08
C 11.41098 -0.33048 -1.63397 -0.21 0.59 0.42
C 10.04504 -0.71605 -2.11667 -0.46 -1.02 0.71
C 8.92314 0.12831 -1.39546 0.31 -0.70 -0.50
O 8.94510 -0.19516 -0.02156 -0.58 0.41 1.03
C 8.22568 0.69773 0.85763 0.17 0.49 -0.42
N 9.99303 -0.70922 -3.57009 -0.14 0.70 0.25
H 11.35883 0.74510 -1.80279 1.25 0.26 0.02
H 12.23354 -0.86956 -2.10397 -0.11 0.33 -0.49
H 11.53865 -0.50155 -0.56508 -0.30 0.13 0.15
H 9.92906 -1.77859 -1.90302 -0.64 -0.04 0.66
H 7.96982 -0.08632 -1.87840 -0.52 -0.75 0.15
H 8.93630 1.20333 -1.57511 1.03 0.38 0.10
H 8.83617 1.47895 1.31052 0.69 0.06 -0.41
H 7.80687 0.24533 1.75654 -0.06 -0.82 -0.49
H 7.42955 1.22916 0.33623 -0.21 -0.21 -0.21
H 9.01415 -0.78519 -3.80699 -0.24 -0.10 -0.49
H 10.28377 0.21254 -3.86323 0.09 0.30 -0.48
C 16.13455 0.65868 -0.27456 -0.36 0.51 -1.08
C 15.34803 -0.43672 -1.03665 -2.46 5.30 1.06
C 15.09908 -0.04734 -2.50592 0.97 -1.08 -0.29
O 14.63507 -1.24316 -3.07679 -0.37 -1.31 -1.80
C 14.26240 -1.07761 -4.45295 -0.42 0.39 0.03
N 15.93342 -1.64162 -0.70727 1.30 -1.81 -0.69
H 15.64499 1.63153 -0.31926 -0.33 -0.02 0.16
H 17.06130 0.84206 -0.81825 0.53 -0.24 0.32
H 16.27984 0.38147 0.76954 0.15 -0.04 -0.12
H 14.36781 -0.29412 -0.58174 -0.59 -0.68 0.10
H 16.03179 0.22966 -2.99727 0.43 0.14 -0.11
H 14.38172 0.72459 -2.78456 -0.18 0.48 0.98
H 14.01006 -1.96394 -5.03505 0.13 -0.75 0.94
H 15.01856 -0.61509 -5.08730 0.38 0.44 0.41
H 13.34889 -0.48407 -4.48905 -0.03 0.38 -0.07
H 16.88732 -1.33782 -0.57353 0.65 -0.98 0.25
H 15.93729 -2.17686 -1.56378 0.04 -0.81 -0.08
C 11.44113 -8.57961 -4.04782 0.11 0.36 0.61
C 10.64840 -7.40938 -3.40277 1.32 0.63 -1.86
C 11.47146 -6.12737 -3.50176 1.30 0.11 0.18
O 11.36027 -5.31432 -2.34159 -1.05 -0.69 0.50
C 12.20167 -4.19770 -2.39288 0.27 0.06 -0.98
N 9.43613 -7.31165 -4.24002 -0.22 -0.11 1.60
H 12.36341 -8.78356 -3.50385 -0.17 -0.34 0.33
H 11.78844 -8.38023 -5.06159 -0.34 0.52 -0.10
H 10.79371 -9.45248 -4.13174 0.19 -0.22 0.28
H 10.53482 -7.47636 -2.32077 -0.53 -0.75 0.10
H 11.36229 -5.52590 -4.40421 -0.76 0.00 -0.21
H 12.50680 -6.45749 -3.58658 0.52 -0.02 0.19
H 11.95658 -3.42057 -1.66894 -0.28 -0.36 0.16
H 12.08663 -3.79241 -3.39817 0.25 0.61 -0.08
H 13.24147 -4.50293 -2.27556 0.25 0.09 0.10
H 8.83150 -6.70328 -3.70672 -0.44 0.73 -0.25
H 8.99085 -8.19651 -4.04293 -0.44 -0.50 -0.51
C 14.18646 -3.67669 1.58750 0.46 -0.36 0.70
O 13.39079 -2.53255 1.30452 -0.19 -0.42 -0.30
H 14.34797 -3.61302 2.66358 0.38 -0.21 -0.05
H 13.79144 -4.67511 1.39982 -1.14 0.16 -0.17
H 15.13430 -3.77673 1.05864 0.23 0.96 0.01
H 13.49043 -2.24022 0.39555 0.25 -0.12 -0.18
```
Positions in Å, forces in eV/Å.

Properties
Molecular weight   659.01 g/mol
⟨S²⟩   0.75
Calculated total energy   -58762.2582 eV
Kohn-Sham gap (spin up / spin down)   1.270 / 9.376 eV
Multiplicity   2
Charge   -1

Q: Among the records above, which one has the lowest molecular weight?
A: H4O2

What did the third record say?
Formula: H4O2
Source: the OMol25 dataset
Level of theory: ωB97M-V/def2-TZVPD

```
6
Properties=species:S:1:pos:R:3:forces:R:3
H -0.31541 1.09205 -0.49360 -1.47 0.59 0.95
H 0.73779 0.45954 -1.10185 1.34 -0.98 -0.78
H -0.20028 -0.84894 1.67258 -0.31 -0.05 -0.59
H 0.05006 -1.10744 0.16113 -1.06 0.03 1.10
O 0.39928 1.33581 -1.05914 0.14 0.50 -0.21
O -0.67142 -0.93102 0.82088 1.37 -0.08 -0.47
```
Positions in Å, forces in eV/Å.

Properties
Molecular weight   36.03 g/mol
SMILES   O.O
Calculated total energy   -4159.5965 eV
Kohn-Sham gap   12.141 eV
Energy above the lowest of the compared OMol25 structures with the same formula, charge and spin   7.90 kcal/mol

Q: What is the formula in the fifth record?
A: C29H82N6O9

Q: Which of these has the highest calculated total energy?
A: H4O2